A 2-piece molecular cluster, C4H8N2S2 overall, computed with ωB97M-V/def2-TZVPD.

Values from the calculation:
Electronic energy: -1062.855356 Ha
E_HOMO: -8.7 eV
Spin multiplicity: 1
Frontier orbital gap: 7.87 eV

Last column: Löwdin charge in e.
Atoms and positions in Å:
C: 1.581 1.566 -0.480  -0.168
C: 0.239 1.761 -0.046  -0.147
C: -0.670 0.770 0.332  -0.133
C: -0.286 -0.600 0.221  -0.544
H: 1.510 0.507 -0.871  0.048
H: 1.908 2.291 -1.400  0.129
H: 2.438 1.291 0.229  0.115
H: -0.160 2.956 -0.313  0.173
H: -1.579 1.203 0.578  0.028
H: -1.298 -2.381 0.563  0.119
H: -3.329 0.000 0.822  -0.047
H: 2.054 -3.505 1.147  0.048
N: -1.447 -1.393 -0.002  -0.483
N: 1.011 -0.945 0.007  -0.350
S: -3.025 -0.802 -0.446  0.695
S: 1.051 -2.718 -0.342  0.518

---

The molecule C4H8N2S2, computed with ωB97M-V/def2-TZVPD.

Values from the calculation:
Electronic energy: -1062.953867 Ha
E_HOMO: -8.3 eV
Spin multiplicity: 1
Frontier orbital gap: 8.11 eV
Structure (SMILES): CN/N=C(/C=S)CS

Last column: Löwdin charge in e.
Atoms and positions in Å:
C: -1.190 3.096 -1.483  -0.076
C: -0.302 0.189 0.404  -0.414
C: -0.303 -1.022 -0.582  -0.515
C: 0.034 -0.109 1.769  -0.763
H: -0.782 3.747 -0.615  0.102
H: -2.387 2.946 -1.477  0.116
H: -0.651 3.252 -2.577  0.128
H: -0.916 1.032 -1.786  0.094
H: -1.051 -1.245 -1.351  0.042
H: -0.497 -1.988 -0.081  0.044
H: 1.264 -0.228 -2.764  -0.051
H: 0.379 0.912 2.198  0.088
N: -0.727 1.749 -1.138  -0.157
N: -0.417 1.446 0.070  0.059
S: 1.236 -1.338 -1.637  0.567
S: 0.215 -1.394 2.592  0.735

---

The molecule C4H8N2S2, computed with ωB97M-V/def2-TZVPD.

Values from the calculation:
Electronic energy: -1062.908422 Ha
E_HOMO: -8.6 eV
Spin multiplicity: 1
Frontier orbital gap: 8.25 eV
Structure (SMILES): CSC(=S)C/C=N/N

Last column: Löwdin charge in e.
Atoms and positions in Å:
C: -0.175 1.826 2.709  -0.454
C: -0.385 -0.092 0.618  -1.195
C: 0.525 -1.043 -0.118  -0.360
C: 0.855 -0.548 -1.533  -0.165
H: -0.680 1.580 3.889  0.139
H: 0.936 2.422 2.968  0.094
H: -0.772 2.252 1.858  0.014
H: 1.298 -1.186 0.606  0.034
H: 0.188 -2.143 -0.411  0.161
H: 1.016 0.723 -1.699  0.168
H: 0.577 -0.795 -4.663  0.128
H: 1.104 0.518 -3.431  0.023
N: 0.737 -1.331 -2.685  -0.028
N: 1.119 -0.435 -3.765  -0.087
S: 0.658 0.603 1.751  0.854
S: -2.007 -0.095 0.498  0.674

---

C4H8N3 as an isolated structure, computed with ωB97M-V/def2-TZVPD.

Values from the calculation:
Electronic energy: -321.093744 Ha
E_HOMO (spin up / spin down): -13.8 / -13.8 eV
Spin multiplicity: 1
Frontier orbital gap (spin up / spin down): 9.10 / 9.10 eV
Charge: +1

Last column: Löwdin charge in e.
Atoms and positions in Å:
C: -0.403 0.791 -1.024  -0.097
C: -0.195 -0.514 0.863  0.246
C: -2.466 -0.034 -0.114  0.012
C: 2.586 -0.311 0.384  -0.075
N: 0.878 0.725 -1.020  0.105
N: -1.015 0.093 0.048  -0.113
N: 1.327 0.038 -0.048  -0.110
H: -0.905 1.446 -1.761  0.161
H: -0.097 -1.073 1.799  0.147
H: -2.708 0.110 -1.221  0.131
H: -2.852 -0.982 0.325  0.123
H: -3.057 0.707 0.358  0.089
H: 2.570 -1.308 0.877  0.106
H: 3.323 -0.127 -0.568  0.168
H: 3.013 0.440 1.101  0.106